1.
{"formula": "C3H4N3OS", "method": "ωB97M-V with the def2-TZVPD basis set", "elements": ["N", "C", "C", "C", "N", "N", "O", "S", "H", "H", "H", "H"], "xyz": [[0.381, -2.183, 0.046], [0.317, -1.018, -0.079], [0.309, 0.346, -0.093], [-0.906, 1.050, 0.002], [-2.092, 0.531, 0.200], [1.407, 1.159, -0.293], [2.637, 0.879, -0.187], [3.477, -0.433, 0.221], [0.441, -3.113, -0.314], [-0.824, 2.126, -0.082], [-2.910, 1.121, 0.278], [-2.236, -0.465, 0.303]], "forces_ev_per_angstrom": [[-0.49, 1.96, -0.06], [0.88, -2.70, 0.46], [0.25, -0.35, 0.17], [-0.12, -0.20, 0.01], [0.27, 0.16, -0.05], [0.49, 1.60, -0.26], [-1.04, 0.89, -0.29], [-0.29, -1.13, 0.23], [0.03, -0.37, -0.19], [-0.06, 0.10, 0.01], [0.13, -0.04, -0.04], [-0.04, 0.07, 0.01]], "gap_ev": [7.04, 7.06], "smiles": "[NH+]#C/C(C=[NH2+])=N\\O[S-]", "total_charge": 1, "homo_ev": [-12.42, -12.43], "relative_energy_kj_mol": 582.8}

***

2.
{"formula": "C19H14F3N5O6S3V", "method": "ωB97M-V with the def2-TZVPD basis set", "elements": ["V", "C", "C", "N", "N", "C", "N", "S", "C", "C", "C", "C", "C", "N", "H", "H", "H", "H", "H", "H", "H", "H", "H", "H", "S", "C", "N", "C", "C", "C", "C", "C", "C", "S", "H", "H", "H", "H", "O", "C", "O", "C", "O", "O", "F", "C", "F", "F", "C", "O", "O"], "xyz": [[7.818, 9.758, 8.673], [10.430, 6.454, 9.786], [9.422, 7.530, 9.761], [9.403, 8.489, 8.807], [10.399, 8.337, 7.828], [11.674, 8.766, 7.910], [12.281, 8.760, 6.671], [12.496, 9.118, 9.311], [8.417, 7.687, 10.743], [8.370, 6.985, 11.942], [7.424, 7.202, 12.914], [6.427, 8.165, 12.545], [6.490, 8.769, 11.310], [7.467, 8.593, 10.429], [10.398, 5.824, 8.875], [10.309, 5.895, 10.705], [11.437, 6.880, 9.757], [10.071, 8.207, 6.871], [11.710, 9.074, 5.889], [13.191, 9.154, 6.659], [9.141, 6.266, 12.147], [7.394, 6.679, 13.866], [5.556, 8.345, 13.196], [5.727, 9.534, 11.028], [8.994, 9.035, 5.102], [8.699, 10.626, 5.679], [8.208, 11.025, 6.819], [8.122, 12.425, 6.858], [7.619, 13.222, 7.888], [7.662, 14.598, 7.763], [8.263, 15.262, 6.672], [8.767, 14.485, 5.650], [8.673, 13.110, 5.730], [9.302, 11.913, 4.627], [7.128, 12.795, 8.775], [7.237, 15.162, 8.594], [8.392, 16.352, 6.614], [9.282, 14.939, 4.796], [3.823, 10.434, 8.585], [5.000, 10.109, 8.372], [6.033, 10.742, 8.768], [5.381, 8.765, 7.537], [4.519, 8.168, 6.946], [6.685, 8.490, 7.606], [8.450, 13.138, 12.900], [8.559, 12.860, 11.599], [9.599, 13.627, 11.199], [7.444, 13.361, 11.007], [8.703, 11.300, 11.232], [8.644, 10.489, 12.128], [8.632, 11.173, 9.965]], "forces_ev_per_angstrom": [[-0.55, -0.26, 0.17], [0.60, -0.12, -0.49], [-0.02, 0.74, -0.32], [0.47, -0.40, -0.44], [0.53, 0.19, 0.19], [-0.55, -0.40, -0.09], [-0.47, 0.04, -0.28], [0.27, 0.32, 0.16], [0.12, -0.11, -0.72], [0.27, -0.84, 1.44], [-0.90, 1.25, -1.45], [-0.36, -0.99, 0.97], [-0.98, 1.32, 0.05], [-0.47, 0.19, 0.05], [-0.37, 0.04, 0.54], [0.14, -0.45, -0.19], [-0.06, 0.02, 0.27], [-0.66, 0.15, 0.04], [-0.20, -0.22, 0.11], [0.63, 0.28, 0.26], [0.26, -0.18, 0.03], [0.12, 0.07, -0.21], [0.59, 0.08, -0.39], [0.63, -0.77, 0.20], [-0.12, 0.30, -0.10], [1.07, -1.04, -0.61], [-0.21, 0.64, 0.40], [0.50, 0.79, -0.42], [-0.67, -0.36, 0.31], [0.18, 0.80, 0.11], [-0.19, -0.13, 0.49], [0.37, 0.30, -0.54], [0.02, -1.15, 0.60], [-0.58, 0.19, 0.23], [0.46, 0.08, -0.73], [0.15, 0.06, -0.24], [-0.31, -0.54, 0.23], [-0.25, -0.13, 0.26], [1.44, -0.53, -0.38], [-1.60, -0.62, -0.36], [0.97, -0.03, 0.43], [1.17, 1.05, 0.82], [0.08, -0.50, -0.20], [-1.57, 0.70, 0.09], [-0.28, -0.45, 0.56], [0.27, -0.01, -0.34], [0.04, -0.26, -0.50], [0.31, -0.13, 0.23], [-1.38, 0.87, -0.64], [0.68, 0.20, 0.32], [0.36, -0.06, 0.08]], "gap_ev": [5.35, 6.92], "multiplicity": 4, "total_charge": -2, "homo_ev": [-1.00, -2.57], "s2": 3.77, "relative_energy_kj_mol": 0.0}

***

3.
{"formula": "C26H51FNO16S", "method": "ωB97M-V with the def2-TZVPD basis set", "elements": ["O", "C", "O", "C", "N", "S", "O", "O", "F", "H", "H", "H", "O", "C", "O", "C", "C", "C", "H", "H", "H", "H", "H", "H", "H", "H", "O", "C", "O", "C", "C", "C", "H", "H", "H", "H", "H", "H", "H", "H", "O", "C", "O", "C", "C", "C", "H", "H", "H", "H", "H", "H", "H", "H", "O", "C", "O", "C", "C", "C", "H", "H", "H", "H", "H", "H", "H", "H", "O", "C", "O", "C", "C", "C", "H", "H", "H", "H", "H", "H", "H", "H", "O", "C", "O", "C", "C", "C", "H", "H", "H", "H", "H", "H", "H", "H"], "xyz": [[-3.890, -0.491, -1.105], [-3.460, -0.393, -2.220], [-4.244, 0.177, -3.213], [-2.100, -0.860, -2.705], [-0.969, -0.088, -2.215], [-0.702, -0.162, -0.702], [0.675, 0.148, -0.439], [-1.178, -1.332, -0.029], [-1.456, 1.090, -0.029], [-4.176, 1.141, -3.101], [-2.023, -1.933, -2.530], [-2.108, -0.725, -3.777], [-4.811, 2.835, -3.162], [-4.998, 3.670, -2.321], [-5.813, 3.385, -1.303], [-5.954, 4.213, -0.150], [-6.976, 5.311, -0.367], [-4.399, 5.052, -2.436], [-4.987, 4.603, 0.167], [-6.293, 3.546, 0.639], [-6.673, 5.990, -1.165], [-7.112, 5.891, 0.546], [-7.934, 4.880, -0.656], [-5.044, 5.663, -3.065], [-3.425, 4.959, -2.910], [-4.247, 5.550, -1.482], [5.310, -4.554, 1.473], [4.972, -3.414, 1.634], [3.708, -3.062, 1.377], [3.157, -1.783, 1.725], [3.416, -0.732, 0.676], [5.967, -2.348, 2.037], [3.509, -1.479, 2.715], [2.083, -1.944, 1.809], [4.483, -0.542, 0.548], [2.927, 0.201, 0.950], [3.029, -1.053, -0.287], [6.470, -1.985, 1.142], [6.700, -2.803, 2.699], [5.525, -1.508, 2.567], [-1.782, -7.304, 1.659], [-1.082, -6.407, 2.045], [-0.003, -6.067, 1.334], [0.784, -4.901, 1.624], [1.830, -5.192, 2.679], [-1.345, -5.714, 3.364], [0.143, -4.058, 1.886], [1.269, -4.635, 0.687], [1.380, -5.478, 3.625], [2.456, -4.324, 2.849], [2.464, -6.020, 2.359], [-0.893, -6.296, 4.165], [-2.421, -5.674, 3.514], [-0.973, -4.694, 3.410], [5.018, -0.265, -2.452], [4.092, 0.415, -2.802], [4.194, 1.755, -2.780], [3.142, 2.565, -3.315], [2.066, 2.789, -2.277], [2.760, -0.208, -3.159], [2.744, 2.133, -4.231], [3.603, 3.514, -3.593], [1.607, 1.848, -1.973], [1.284, 3.440, -2.665], [2.494, 3.243, -1.381], [2.190, -0.378, -2.242], [2.953, -1.164, -3.639], [2.157, 0.383, -3.844], [1.085, -4.276, 5.573], [1.452, -3.201, 5.943], [2.772, -2.928, 5.939], [3.302, -1.624, 6.166], [3.471, -1.333, 7.643], [0.483, -2.174, 6.486], [2.698, -0.868, 5.662], [4.275, -1.621, 5.679], [2.514, -1.342, 8.166], [3.933, -0.356, 7.789], [4.100, -2.092, 8.106], [0.308, -2.381, 7.541], [-0.454, -2.275, 5.945], [0.813, -1.145, 6.369], [0.147, 1.980, -4.609], [-0.859, 2.551, -4.897], [-0.868, 3.904, -4.897], [-1.959, 4.671, -5.396], [-3.030, 4.878, -4.345], [-2.141, 1.797, -5.164], [-2.359, 4.229, -6.310], [-1.531, 5.632, -5.677], [-3.470, 3.931, -4.031], [-3.826, 5.518, -4.729], [-2.600, 5.344, -3.459], [-2.625, 1.581, -4.212], [-1.886, 0.859, -5.648], [-2.838, 2.320, -5.817]], "forces_ev_per_angstrom": [[0.23, 0.06, -0.29], [-0.44, -0.11, 0.47], [0.51, 0.01, -0.07], [0.02, 0.10, -0.24], [-0.63, 0.22, 0.32], [1.01, -0.94, -1.10], [0.69, 0.73, 0.32], [-0.69, -0.18, 0.60], [-0.33, 0.06, 0.23], [-0.76, -0.09, 0.04], [0.07, -0.19, 0.35], [0.05, -0.06, -0.35], [0.00, -0.48, -0.42], [-0.36, 1.19, 0.83], [-0.02, -0.52, 0.00], [-0.05, 0.28, 0.18], [0.00, 0.03, -0.18], [-1.43, -0.16, 2.70], [0.00, 0.02, -0.08], [0.01, -0.14, -0.08], [0.06, 0.03, 0.06], [0.00, -0.02, 0.02], [-0.03, -0.04, 0.07], [0.00, 0.00, 0.09], [-2.82, -0.22, 3.24], [-0.41, 0.03, 0.19], [0.01, -0.28, 0.01], [0.24, 0.37, -0.16], [-0.21, -0.08, -0.02], [-0.18, 0.28, 0.03], [0.47, 0.02, -0.10], [-0.07, 0.01, 0.46], [0.06, -0.04, -0.01], [0.00, -0.16, -0.04], [0.00, 0.01, 0.05], [-0.12, -0.03, -0.06], [-0.12, 0.02, 0.05], [-0.03, 0.03, -0.03], [0.07, -0.11, -0.14], [-0.02, 0.07, -0.17], [-0.11, -0.20, -0.12], [0.08, 0.08, 0.39], [-0.01, 0.05, -0.36], [0.33, 0.17, 0.17], [-0.21, -0.42, 0.06], [-0.25, 0.35, -0.17], [-0.06, -0.05, 0.01], [-0.07, -0.11, -0.10], [-0.07, 0.07, 0.03], [0.03, 0.05, 0.01], [0.08, 0.10, -0.13], [0.05, 0.02, 0.01], [-0.02, -0.19, 0.01], [0.15, -0.08, 0.09], [0.56, 0.13, 0.07], [-0.90, -0.38, 0.19], [0.50, -0.01, -0.23], [-0.37, 0.36, 0.11], [-0.06, -0.09, 0.13], [0.12, -0.02, -0.47], [-0.03, 0.01, 0.05], [0.21, -0.05, 0.08], [-0.12, 0.06, -0.05], [0.00, -0.01, -0.06], [0.08, 0.06, -0.03], [-0.06, 0.11, -0.09], [0.09, -0.10, 0.17], [-0.16, -0.03, 0.22], [-0.09, -0.29, 0.08], [-0.16, 0.31, 0.26], [0.20, -0.13, -0.21], [0.03, 0.20, 0.13], [-0.09, -0.08, 0.08], [0.02, 0.28, -0.36], [-0.05, -0.01, 0.03], [0.00, -0.11, -0.06], [-0.02, 0.07, -0.03], [0.01, 0.00, -0.01], [0.06, 0.01, -0.03], [0.01, -0.01, 0.02], [-0.04, -0.16, 0.07], [0.05, -0.02, 0.14], [0.54, 0.11, -0.18], [-0.59, -0.58, 0.16], [0.27, 0.39, -0.02], [-0.12, 0.09, -0.25], [2.34, -0.52, -3.52], [0.07, 0.27, -0.43], [-0.04, -0.06, -0.01], [0.15, 0.00, -0.02], [0.39, -0.07, -0.82], [0.20, 0.01, 0.05], [2.14, 0.74, -2.01], [0.16, 0.02, -0.16], [0.07, -0.09, 0.19], [-0.09, 0.04, 0.15]], "gap_ev": 7.37, "total_charge": -1, "homo_ev": -5.44}

***

4.
{"formula": "C22H43BrClIN4", "method": "ωB97M-V with the def2-TZVPD basis set", "elements": ["C", "C", "Cl", "C", "C", "C", "N", "C", "C", "C", "Br", "C", "I", "C", "N", "H", "H", "H", "H", "H", "H", "H", "H", "H", "H", "H", "H", "H", "C", "C", "N", "C", "C", "C", "C", "H", "H", "H", "H", "H", "H", "H", "H", "H", "H", "H", "H", "H", "H", "H", "C", "C", "N", "C", "C", "C", "C", "H", "H", "H", "H", "H", "H", "H", "H", "H", "H", "H", "H", "H", "H", "H"], "xyz": [[4.536, -1.325, -0.793], [3.055, -0.751, -0.391], [2.543, -1.687, 1.107], [2.129, -0.985, -1.681], [0.691, -0.214, -1.620], [0.168, -0.194, -3.161], [-0.283, -0.223, -4.279], [-0.269, -1.119, -0.694], [-1.846, -0.948, -0.975], [-2.704, -0.679, 0.392], [-2.538, -2.700, -1.712], [0.797, 1.333, -1.177], [2.445, 2.345, -2.238], [0.808, 1.579, 0.397], [1.035, 1.585, 1.592], [5.304, -1.164, 0.051], [4.825, -0.821, -1.780], [4.369, -2.443, -1.026], [3.217, 0.344, -0.101], [2.624, -0.663, -2.679], [1.978, -2.133, -1.785], [-0.098, -1.003, 0.432], [-0.010, -2.222, -0.946], [-2.126, -0.095, -1.684], [-2.810, -1.622, 1.038], [-2.225, 0.207, 0.941], [-3.756, -0.344, 0.032], [-0.164, 1.848, -1.578], [-2.937, 6.971, 0.265], [-1.577, 6.282, 0.305], [-0.780, 6.462, -0.904], [0.393, 5.595, -0.953], [1.482, 5.810, 0.097], [-0.551, 7.844, -1.322], [0.152, 8.774, -0.335], [-3.526, 6.636, -0.594], [-3.500, 6.731, 1.171], [-2.844, 8.059, 0.222], [-1.771, 5.210, 0.440], [-1.041, 6.616, 1.200], [0.851, 5.657, -1.949], [0.052, 4.554, -0.873], [2.086, 6.691, -0.124], [2.164, 4.954, 0.103], [1.077, 5.907, 1.106], [-1.517, 8.289, -1.581], [0.005, 7.849, -2.267], [-0.216, 8.660, 0.686], [-0.021, 9.815, -0.625], [1.231, 8.622, -0.336], [-2.076, -7.840, 0.239], [-0.764, -7.064, 0.288], [-0.873, -5.741, 0.893], [0.319, -4.921, 0.700], [1.617, -5.388, 1.357], [-1.451, -5.696, 2.234], [-0.751, -6.492, 3.334], [-2.849, -7.276, -0.291], [-1.928, -8.785, -0.290], [-2.445, -8.084, 1.238], [-0.428, -6.947, -0.751], [-0.010, -7.681, 0.790], [0.111, -3.894, 1.029], [0.502, -4.832, -0.378], [1.618, -5.194, 2.430], [2.463, -4.836, 0.937], [1.811, -6.450, 1.193], [-2.489, -6.038, 2.174], [-1.535, -4.651, 2.557], [-0.442, -7.485, 3.003], [-1.434, -6.632, 4.178], [0.122, -5.966, 3.720]], "forces_ev_per_angstrom": [[-1.30, -0.17, -0.17], [2.18, -0.01, -1.32], [0.00, 0.66, -0.99], [-0.24, -0.07, 0.00], [0.43, -1.00, -0.76], [-1.66, -0.28, -2.41], [2.39, 0.20, 5.63], [-0.92, -0.81, -0.64], [-0.42, 0.40, 1.64], [-0.21, 0.31, -1.32], [0.32, 1.16, 0.12], [-1.92, 0.31, 0.80], [-0.78, -0.26, 0.68], [2.08, -1.00, 3.44], [-1.57, 0.20, -6.67], [-1.30, -0.29, -1.48], [-0.11, -0.57, 1.54], [0.58, 1.67, 0.53], [-0.71, -1.61, -0.31], [-0.38, -0.33, 2.01], [-0.05, 2.01, 0.23], [0.11, 0.23, -1.73], [-0.37, 2.00, 0.49], [0.63, -1.49, 0.66], [0.38, 1.54, -0.94], [-0.63, -1.37, -0.57], [1.71, -0.67, 0.82], [1.76, -0.75, 0.75], [0.02, 0.09, -0.08], [-0.15, 0.04, -0.07], [0.07, -0.16, -0.25], [-0.01, -0.13, -0.10], [0.28, -0.02, 0.04], [-0.25, 0.04, -0.08], [0.18, 0.29, 0.00], [0.11, 0.06, 0.03], [0.09, 0.00, -0.06], [-0.03, -0.07, -0.02], [0.27, 0.05, -0.12], [0.02, 0.02, 0.18], [-0.17, 0.16, 0.07], [-0.19, 0.08, 0.07], [-0.07, -0.01, 0.08], [-0.06, 0.02, 0.00], [-0.01, 0.00, -0.05], [-0.03, -0.14, 0.10], [-0.01, -0.25, 0.14], [0.00, -0.05, -0.04], [0.00, -0.08, 0.01], [-0.06, -0.02, 0.13], [-0.07, 0.04, 0.10], [-0.17, 0.00, -0.05], [0.00, 0.28, -0.05], [-0.02, 0.11, -0.18], [0.26, 0.10, 0.11], [-0.25, -0.06, -0.11], [0.03, 0.00, 0.35], [0.08, 0.01, 0.11], [0.04, 0.09, 0.04], [-0.01, 0.03, -0.07], [0.10, 0.21, 0.19], [0.11, -0.16, 0.03], [-0.14, -0.17, 0.08], [-0.16, -0.16, -0.01], [0.01, -0.10, -0.04], [-0.07, -0.01, 0.01], [-0.06, 0.02, 0.02], [0.08, -0.06, -0.14], [0.17, -0.04, -0.23], [0.00, 0.04, -0.04], [0.04, 0.01, -0.07], [0.03, -0.13, -0.05]], "gap_ev": 7.18, "smiles": "C[C@H](Cl)C[C@@](C#N)(C[C@H](C)Br)[C@H](I)C#N.CCN(CC)CC.CCN(CC)CC", "total_charge": 0, "homo_ev": -8.11}